[1]
DFT (the ωB97M-V functional and the def2-TZVPD basis) results for a 9-piece molecular cluster, C26H74N4O9 overall in a non-equilibrium geometry.

```
! RIJCOSX wB97M-V def2-TZVPD def2/J DEFGRID3
* xyz 0 1
C 12.398 13.839 1.399
O 11.070 14.137 1.750
C 10.725 13.614 2.977
C 9.216 13.726 3.149
C 8.809 13.358 4.570
N 8.510 12.863 2.185
H 12.971 13.547 2.289
H 12.943 14.690 1.009
H 12.368 12.991 0.709
H 11.017 12.561 3.110
H 11.186 14.172 3.809
H 8.949 14.750 2.879
H 8.982 12.291 4.714
H 7.781 13.658 4.743
H 9.450 13.897 5.273
H 8.630 11.875 2.355
H 8.868 13.119 1.270
C 22.813 10.594 -3.697
O 21.620 11.153 -3.205
C 20.778 11.680 -4.195
C 19.528 12.245 -3.581
C 18.623 12.852 -4.653
N 19.882 13.314 -2.580
H 23.468 11.388 -4.088
H 22.705 9.772 -4.418
H 23.354 10.140 -2.860
H 21.309 12.496 -4.734
H 20.636 10.959 -5.015
H 19.004 11.376 -3.158
H 18.094 13.696 -4.208
H 17.941 12.121 -5.078
H 19.230 13.337 -5.424
H 20.673 12.822 -2.128
H 19.152 13.168 -1.878
C 18.231 19.896 4.611
O 18.518 19.166 3.428
C 17.417 18.412 3.057
C 17.367 18.162 1.579
C 17.049 19.437 0.841
N 16.412 17.110 1.265
H 17.321 20.487 4.492
H 19.079 20.548 4.800
H 18.116 19.186 5.438
H 17.511 17.424 3.539
H 16.441 18.803 3.367
H 18.380 17.874 1.245
H 17.621 20.278 1.256
H 15.993 19.692 0.969
H 17.322 19.524 -0.206
H 16.315 16.976 0.253
H 16.742 16.227 1.648
C 12.938 17.566 -4.165
O 14.268 17.949 -4.139
C 14.455 19.295 -3.743
C 15.875 19.419 -3.282
C 16.195 20.692 -2.526
N 16.826 19.235 -4.406
H 12.474 17.577 -3.165
H 12.880 16.512 -4.451
H 12.295 18.118 -4.857
H 14.306 20.000 -4.575
H 13.716 19.498 -2.963
H 16.144 18.638 -2.544
H 17.252 20.717 -2.268
H 15.620 20.704 -1.594
H 15.948 21.630 -3.030
H 17.778 19.024 -4.142
H 16.523 18.465 -4.998
C 18.817 17.766 -1.759
C 20.034 17.454 -2.605
O 19.844 16.260 -3.337
H 17.916 17.495 -2.319
H 18.723 18.830 -1.545
H 18.736 17.159 -0.857
H 20.956 17.461 -2.007
H 20.215 18.252 -3.334
H 19.980 15.502 -2.741
C 15.618 10.394 2.016
C 14.198 10.688 1.587
O 13.849 10.014 0.326
H 15.866 11.121 2.801
H 16.351 10.614 1.235
H 15.838 9.403 2.411
H 14.201 11.755 1.367
H 13.502 10.388 2.368
H 13.057 9.512 0.541
C 16.305 10.346 -2.510
C 15.456 9.111 -2.795
O 15.104 8.386 -1.615
H 17.089 10.262 -1.757
H 15.742 11.247 -2.246
H 16.814 10.597 -3.454
H 16.040 8.412 -3.397
H 14.593 9.396 -3.412
H 14.722 8.989 -0.941
C 20.861 15.519 0.775
C 20.271 14.815 1.959
O 19.574 13.636 1.536
H 21.355 16.479 0.979
H 20.181 15.665 -0.062
H 21.741 15.007 0.352
H 19.557 15.424 2.517
H 20.997 14.499 2.717
H 20.214 12.977 1.252
C 16.981 14.461 -1.101
C 16.007 15.123 -2.075
O 15.571 16.368 -1.548
H 17.832 15.134 -1.069
H 17.264 13.482 -1.483
H 16.426 14.285 -0.179
H 15.126 14.518 -2.317
H 16.530 15.299 -3.025
H 15.327 16.953 -2.280
*
```

- ΔE to the lowest compared entry with this formula, charge and spin (kJ/mol) = 172.9
- HOMO (eV) = -8.90
- gap between HOMO and LUMO (Ha) = 0.34391
- SMILES = COC[C@H](C)N.COC[C@H](C)N.COC[C@H](C)N.COC[C@H](C)N.CCO.CCO.CCO.CCO.CCO
- max |F| (eV/Å) = 2.4

Atomic partial charges in e from the Löwdin method, atoms 1 to 99:
1. C -0.10
2. O -0.17
3. C -0.27
4. C -0.44
5. C -0.06
6. N 0.03
7. H 0.08
8. H 0.09
9. H 0.09
10. H 0.13
11. H 0.13
12. H 0.14
13. H 0.08
14. H 0.08
15. H 0.07
16. H 0.06
17. H 0.07
18. C -0.11
19. O -0.19
20. C -0.24
21. C -0.41
22. C -0.05
23. N 0.07
24. H 0.09
25. H 0.09
26. H 0.09
27. H 0.14
28. H 0.13
29. H 0.12
30. H 0.06
31. H 0.07
32. H 0.08
33. H 0.08
34. H 0.04
35. C -0.10
36. O -0.17
37. C -0.26
38. C -0.46
39. C -0.05
40. N 0.07
41. H 0.09
42. H 0.09
43. H 0.09
44. H 0.13
45. H 0.13
46. H 0.12
47. H 0.09
48. H 0.09
49. H 0.03
50. H 0.04
51. H 0.07
52. C -0.13
53. O -0.20
54. C -0.19
55. C -0.44
56. C -0.06
57. N 0.06
58. H 0.09
59. H 0.09
60. H 0.09
61. H 0.14
62. H 0.13
63. H 0.10
64. H 0.07
65. H 0.08
66. H 0.08
67. H 0.05
68. H 0.07
69. C -0.09
70. C -0.32
71. O -0.09
72. H 0.06
73. H 0.07
74. H 0.05
75. H 0.11
76. H 0.11
77. H 0.04
78. C -0.08
79. C -0.26
80. O -0.10
81. H 0.08
82. H 0.07
83. H 0.08
84. H 0.08
85. H 0.12
86. H 0.09
87. C -0.10
88. C -0.31
89. O -0.10
90. H 0.07
91. H 0.07
92. H 0.05
93. H 0.11
94. H 0.11
95. H 0.04
96. C -0.09
97. C -0.30
98. O -0.10
99. H 0.08

[2]
DFT (the ωB97M-V functional and the def2-TZVPD basis) results for a 14-piece molecular cluster, C26H75FO17 overall in a non-equilibrium geometry.

```
! RIJCOSX wB97M-V def2-TZVPD def2/J DEFGRID3
* xyz 0 1
C 6.784 0.836 -0.275
C 5.791 0.965 0.875
O 5.415 2.347 0.938
C 4.298 2.511 0.105
C 4.170 3.899 -0.524
C 4.343 3.955 -2.041
C 3.065 3.783 -2.871
C 1.939 3.060 -2.155
C 0.896 3.917 -1.432
O 1.182 5.264 -1.084
C 0.845 5.408 0.213
O 1.231 6.278 0.964
O 0.016 4.398 0.583
C 0.385 3.240 -0.184
C -0.738 2.291 -0.506
F -1.587 2.314 0.597
C -0.235 0.887 -0.728
C -0.258 0.437 -2.205
H 6.285 0.545 -1.184
H 7.180 1.816 -0.459
H 7.566 0.143 -0.012
H 6.212 0.628 1.806
H 4.919 0.360 0.707
H 3.370 2.310 0.631
H 4.302 1.807 -0.717
H 3.264 4.364 -0.180
H 4.979 4.479 -0.106
H 5.103 3.243 -2.319
H 4.757 4.924 -2.274
H 3.323 3.172 -3.719
H 2.698 4.704 -3.290
H 1.383 2.522 -2.901
H 2.306 2.317 -1.461
H 0.105 4.016 -2.163
H 1.193 2.772 0.354
H -1.337 2.639 -1.329
H 0.747 0.784 -0.292
H -0.863 0.212 -0.176
H -0.776 -0.494 -2.270
H -0.770 1.169 -2.810
H 0.739 0.331 -2.588
C -2.853 0.108 2.274
O -3.041 -1.303 2.211
H -1.857 0.335 1.916
H -3.582 0.623 1.642
H -2.949 0.463 3.305
H -3.930 -1.489 2.531
C 2.646 -0.757 3.085
O 2.649 0.293 2.104
H 3.199 -1.602 2.681
H 3.129 -0.420 4.004
H 1.627 -1.071 3.304
H 2.160 1.034 2.470
C -6.935 -1.157 1.714
O -6.107 -1.874 2.638
H -6.316 -0.453 1.165
H -7.397 -1.853 1.013
H -7.708 -0.608 2.256
H -6.675 -2.487 3.112
C 2.366 -2.315 -1.259
O 3.355 -1.313 -1.042
H 2.533 -2.743 -2.244
H 2.438 -3.104 -0.506
H 1.370 -1.865 -1.220
H 3.207 -0.919 -0.175
C 5.807 1.832 -5.387
O 4.927 2.914 -5.693
H 5.528 1.438 -4.413
H 5.711 1.043 -6.135
H 6.843 2.184 -5.349
H 5.177 3.259 -6.554
C 5.800 -1.897 -7.032
O 4.770 -0.941 -7.272
H 6.701 -1.354 -6.761
H 5.528 -2.564 -6.210
H 5.998 -2.490 -7.929
H 3.975 -1.424 -7.510
C -2.431 0.245 -5.055
O -2.555 -0.765 -4.051
H -1.417 0.634 -5.015
H -2.612 -0.172 -6.045
H -3.135 1.059 -4.872
H -3.453 -1.104 -4.094
C -6.753 0.302 5.102
O -7.631 1.230 4.468
H -7.211 -0.682 5.063
H -5.797 0.273 4.574
H -6.589 0.579 6.147
H -7.218 2.096 4.506
C 0.079 -4.065 4.699
O 0.452 -2.691 4.538
H 0.727 -4.670 4.068
H 0.207 -4.365 5.741
H -0.956 -4.211 4.399
H -0.129 -2.175 5.102
C -3.021 3.515 -6.800
O -2.992 2.161 -7.246
H -2.702 3.528 -5.761
H -2.340 4.134 -7.388
H -4.032 3.925 -6.866
H -3.274 2.152 -8.164
C 1.239 -4.595 9.057
O 0.577 -3.552 8.347
H 0.686 -5.514 8.884
H 2.263 -4.722 8.697
H 1.255 -4.386 10.130
H 1.068 -2.740 8.501
C -8.272 -4.638 1.343
O -9.368 -3.737 1.216
H -7.365 -4.047 1.441
H -8.391 -5.264 2.231
H -8.188 -5.271 0.456
H -10.170 -4.258 1.128
C -4.014 -4.761 4.432
O -2.835 -5.448 4.846
H -3.744 -3.727 4.232
H -4.423 -5.204 3.521
H -4.774 -4.786 5.219
H -3.077 -6.361 5.021
*
```

- HOMO (eV) = -9.12
- gap between HOMO and LUMO (Ha) = 0.35161
- max |F| (eV/Å) = 2.2

Atomic partial charges in e from the Löwdin method, atoms 1 to 99:
1. C -0.05
2. C -0.25
3. O -0.12
4. C -0.25
5. C -0.14
6. C -0.16
7. C -0.15
8. C -0.11
9. C -0.23
10. O 0.11
11. C -0.53
12. O 0.15
13. O 0.11
14. C -0.18
15. C -0.26
16. F 0.00
17. C -0.14
18. C -0.07
19. H 0.06
20. H 0.08
21. H 0.07
22. H 0.11
23. H 0.08
24. H 0.09
25. H 0.11
26. H 0.09
27. H 0.12
28. H 0.10
29. H 0.11
30. H 0.09
31. H 0.11
32. H 0.11
33. H 0.10
34. H 0.15
35. H 0.14
36. H 0.15
37. H 0.10
38. H 0.11
39. H 0.06
40. H 0.06
41. H 0.07
42. C -0.16
43. O -0.13
44. H 0.05
45. H 0.08
46. H 0.08
47. H 0.03
48. C -0.12
49. O -0.15
50. H 0.08
51. H 0.08
52. H 0.05
53. H 0.07
54. C -0.12
55. O -0.15
56. H 0.08
57. H 0.06
58. H 0.08
59. H 0.07
60. C -0.14
61. O -0.13
62. H 0.08
63. H 0.08
64. H 0.06
65. H 0.04
66. C -0.14
67. O -0.13
68. H 0.07
69. H 0.05
70. H 0.08
71. H 0.07
72. C -0.16
73. O -0.13
74. H 0.07
75. H 0.08
76. H 0.07
77. H 0.07
78. C -0.16
79. O -0.13
80. H 0.07
81. H 0.07
82. H 0.07
83. H 0.07
84. C -0.16
85. O -0.13
86. H 0.07
87. H 0.07
88. H 0.08
89. H 0.07
90. C -0.13
91. O -0.14
92. H 0.08
93. H 0.06
94. H 0.05
95. H 0.07
96. C -0.15
97. O -0.14
98. H 0.07
99. H 0.08